This record from the Open Molecules 2025 dataset describes a molecular structure, C8H4F24N5O16S8 in a non-equilibrium geometry. The level of theory is ωB97M-V with the def2-TZVPD basis set.

Atoms and positions in Å:
S  -4.827  -4.134  3.929
S  -0.409  -0.428  -3.982
S  2.825  -0.975  2.510
S  1.873  0.731  -4.147
S  1.841  4.345  -0.287
S  -0.698  4.033  0.144
S  3.338  -2.451  0.464
S  -3.263  -2.236  2.908
F  -5.786  -6.586  4.014
F  -0.359  5.192  2.521
F  -1.469  3.329  2.554
F  3.902  2.046  -5.062
F  2.214  2.021  -6.417
F  -4.414  -0.403  1.400
F  -2.658  0.972  -4.028
F  4.011  -3.200  -1.983
F  -3.315  -1.956  0.285
F  3.295  2.130  -0.314
F  -2.322  -0.230  -5.806
F  -3.926  -6.397  2.950
F  1.122  1.001  2.926
F  -2.414  5.119  1.794
F  0.172  -0.970  2.849
F  -5.747  -5.722  2.001
F  1.274  -0.416  4.580
F  3.767  3.507  1.298
F  1.982  -2.456  -1.829
F  4.388  3.969  -0.714
F  3.665  -1.075  -1.755
F  2.213  3.331  -4.674
F  -2.934  -1.179  -3.953
F  -2.253  -0.412  1.297
O  2.063  1.043  -2.766
O  -0.060  -1.652  -4.655
O  -3.824  -4.352  4.918
O  -1.937  -2.776  3.023
O  1.686  4.468  -1.705
O  -6.128  -3.703  4.360
O  2.827  -3.768  0.715
O  -0.365  -0.428  -2.541
O  3.113  -2.123  3.311
O  -1.657  3.055  -0.269
O  2.513  -0.444  -4.640
O  4.740  -2.205  0.689
O  -0.778  5.233  -0.623
O  3.736  0.131  2.530
O  -3.639  -1.294  3.936
O  2.032  5.567  0.451
N  0.270  0.846  -4.611
N  -4.369  -3.338  2.611
N  0.580  0.594  -0.010
N  0.777  3.350  0.396
N  2.365  -1.305  0.958
C  3.422  3.407  0.012
C  -5.103  -5.811  3.162
C  1.240  -0.283  3.253
C  2.572  2.148  -5.138
C  -3.347  -1.186  1.371
C  3.226  -2.292  -1.393
C  -2.195  -0.201  -4.473
C  -1.257  4.456  1.875
H  0.648  0.514  -1.037
H  -0.318  0.217  0.278
H  0.680  1.615  0.222
H  1.396  0.019  0.317

Calculated values
Total charge = -3
Energy above the lowest of the compared OMol25 structures with the same formula, charge and spin = 0.0 kJ/mol
Molecular weight = 1138.63 g mol⁻¹
Frontier orbital gap = 8.988 eV



This record from the Open Molecules 2025 dataset describes a gas-phase ion, C22H29N2O4 (charge +1) in a non-equilibrium geometry. The level of theory is ωB97M-V with the def2-TZVPD basis set.

Atoms and positions in Å:
O  0.316  7.044  -1.455
O  1.475  -3.101  -0.895
O  0.327  6.341  0.738
O  2.628  -1.506  2.120
N  0.037  -1.260  0.413
N  -1.089  0.934  -1.091
C  -1.800  1.975  -0.358
C  -0.730  5.003  -2.381
C  -1.926  -5.369  0.860
C  -1.426  -1.149  0.230
C  0.808  -5.789  1.003
C  0.647  7.411  -0.131
C  -0.023  -6.291  1.990
C  2.448  -2.817  0.086
C  1.175  -4.484  -1.122
C  -1.390  -6.078  1.923
C  -1.095  -4.868  -0.127
C  -1.698  -0.369  -1.071
C  0.413  -2.138  1.541
C  1.895  -2.551  1.520
C  0.280  -5.070  -0.063
C  -0.717  4.144  0.319
C  -0.231  5.799  -1.378
C  -0.226  5.373  -0.047
C  0.323  0.847  -0.810
C  -1.236  3.760  -2.012
C  0.625  0.096  0.495
C  -1.237  3.332  -0.694
H  -0.733  5.335  -3.405
H  -1.638  3.108  -2.771
H  0.178  0.611  1.347
H  -2.993  -5.219  0.793
H  -1.851  -0.628  1.090
H  2.110  -5.048  -1.198
H  -0.711  3.836  1.352
H  3.506  -1.807  2.378
H  0.074  8.305  0.160
H  0.224  -1.618  2.483
H  0.730  1.857  -0.755
H  -1.861  -2.148  0.172
H  -2.844  1.932  -0.678
H  -1.774  1.829  0.733
H  1.969  -3.463  2.126
H  0.395  -6.859  2.806
H  0.806  0.329  -1.646
H  0.423  -1.744  -0.429
H  2.950  -1.901  -0.250
H  -0.206  -3.036  1.494
H  -2.774  -0.269  -1.213
H  0.676  -4.494  -2.094
H  -2.038  -6.476  2.688
H  3.197  -3.614  0.123
H  1.871  -5.977  1.050
H  1.697  0.019  0.669
H  1.723  7.630  -0.065
H  -1.296  -0.943  -1.914
H  -1.514  -4.338  -0.972

Calculated values
Structure (SMILES) = O[C@H](COCc1ccccc1)C[NH+]1CCN(Cc2ccc3c(c2)OCO3)CC1
Total charge = +1
Energy above the lowest of the compared OMol25 structures with the same formula, charge and spin = 157.1 kJ/mol
Molecular weight = 385.48 g mol⁻¹
Frontier orbital gap = 8.077 eV



This record from the Open Molecules 2025 dataset describes 4 unconnected molecules or ions with the total composition H6O3 in a non-equilibrium geometry. The level of theory is ωB97M-V with the def2-TZVPD basis set.

Atoms and positions in Å:
O  3.669  2.105  2.017
O  1.879  2.066  5.264
O  5.171  1.533  3.879
H  5.276  2.175  4.311
H  1.177  1.148  5.021
H  2.750  2.385  1.470
H  3.610  1.458  2.603
H  3.204  1.913  4.963
H  5.281  1.804  2.935

Calculated values
Total charge = 0
Energy above the lowest of the compared OMol25 structures with the same formula, charge and spin = 530.8 kJ/mol
Molecular weight = 54.05 g mol⁻¹
Frontier orbital gap = 10.969 eV



This record from the Open Molecules 2025 dataset describes a molecular structure, C19H32CrF5GeN2OP. The level of theory is ωB97M-V with the def2-TZVPD basis set.

Atoms and positions in Å:
Ge  -1.089  -2.186  -0.764
Cr  -0.012  0.250  0.055
P  2.909  -1.274  0.458
F  -0.275  1.309  3.929
F  -0.270  -0.916  2.613
F  -2.219  -0.049  2.069
F  0.777  1.728  2.067
F  -1.267  2.417  2.363
O  1.459  -0.969  -0.026
N  0.678  6.004  -2.088
N  -1.149  1.887  -0.542
C  -0.699  -3.471  0.612
C  -0.390  2.915  -0.942
C  0.566  -5.459  -1.355
C  -0.444  1.414  2.632
C  3.837  0.233  0.642
C  -2.316  4.268  -1.341
C  -0.879  0.107  1.934
C  -5.906  -1.909  -1.089
C  -0.935  -5.370  -1.117
C  -2.485  2.035  -0.520
C  -1.313  -4.845  0.265
C  -3.551  -2.617  -1.770
C  2.861  -2.106  2.028
C  -3.098  3.207  -0.915
C  -0.052  5.178  -1.769
C  -2.838  -1.444  -1.042
C  3.707  -2.302  -0.750
C  -0.932  4.122  -1.353
C  -4.954  -2.203  -2.239
H  -1.382  -6.358  -1.241
H  3.379  0.869  1.401
H  0.688  2.789  -0.928
H  0.788  -5.942  -2.305
H  -2.766  5.201  -1.653
H  0.387  -3.536  0.665
H  -2.969  -2.941  -2.640
H  -0.968  -5.545  1.030
H  -2.398  -4.807  0.372
H  1.040  -4.472  -1.388
H  -3.056  1.198  -0.147
H  3.761  -1.780  -1.706
H  3.148  -3.229  -0.878
H  -1.057  -3.096  1.570
H  -6.919  -1.744  -1.453
H  -3.322  -1.182  -0.103
H  -4.860  -1.333  -2.895
H  4.855  -0.002  0.959
H  1.056  -6.037  -0.569
H  -0.263  -2.226  -2.052
H  3.890  0.768  -0.307
H  2.432  -1.448  2.785
H  -5.352  -3.007  -2.860
H  -1.394  -4.754  -1.905
H  -2.793  -0.575  -1.700
H  -5.946  -2.746  -0.389
H  4.718  -2.546  -0.422
H  -3.642  -3.477  -1.100
H  -5.618  -1.017  -0.530
H  -4.174  3.289  -0.876
H  2.250  -3.005  1.954
H  3.868  -2.391  2.334

Calculated values
Multiplicity = 5
Total charge = +2
Energy above the lowest of the compared OMol25 structures with the same formula, charge and spin = 0.0 kJ/mol
Molecular weight = 555.05 g mol⁻¹
Frontier orbital gap (alpha / beta) = 8.463 / 7.781 eV



This record from the Open Molecules 2025 dataset describes a molecular structure, C22H26N4O3Tl in a non-equilibrium geometry. The level of theory is ωB97M-V with the def2-TZVPD basis set.

Atoms and positions in Å:
Tl  -0.716  -1.801  -0.484
O  0.286  -1.561  -2.232
O  -0.183  0.138  -0.118
O  1.428  -0.533  -3.833
N  -0.883  -3.881  -0.989
N  1.022  0.658  -1.992
N  -3.161  -4.166  -0.080
N  -2.295  -2.082  0.921
C  -2.094  -5.914  -1.373
C  -3.274  -1.237  2.946
C  2.194  2.298  0.555
C  -2.025  -4.620  -0.817
C  -2.332  -1.151  1.921
C  0.855  -0.562  -2.650
C  1.410  4.377  1.697
C  -4.168  -3.205  1.902
C  -0.255  2.657  0.856
C  -0.014  4.069  1.355
C  0.845  2.282  -0.151
C  0.192  -4.404  -1.655
C  3.845  3.781  1.735
C  2.424  3.541  1.357
C  0.536  0.938  -0.734
C  1.910  0.808  -4.137
C  1.886  1.540  -2.798
C  0.147  -5.686  -2.199
C  -1.010  -6.440  -2.066
C  -4.200  -2.270  2.930
C  1.617  5.649  2.444
C  -3.188  -3.121  0.897
H  -0.358  4.797  0.612
H  3.977  3.980  2.793
H  -0.215  1.949  1.683
H  4.468  2.927  1.472
H  -4.881  -4.019  1.913
H  3.000  2.194  -0.176
H  -3.963  -4.813  -0.057
H  -1.610  -0.347  1.955
H  -1.068  -7.432  -2.496
H  2.280  1.422  1.202
H  1.933  5.442  3.471
H  0.689  6.213  2.519
H  -2.988  -6.516  -1.265
H  1.233  1.234  -4.870
H  2.370  6.291  1.999
H  0.856  3.033  -0.940
H  4.252  4.638  1.190
H  2.902  0.710  -4.562
H  0.998  -6.083  -2.739
H  -0.637  4.257  2.232
H  -1.250  2.578  0.417
H  2.873  1.607  -2.348
H  -3.278  -0.513  3.752
H  -4.934  -2.358  3.722
H  1.090  -3.821  -1.802
H  1.461  2.533  -2.887

Calculated values
Total charge = +1
Molecular weight = 598.86 g mol⁻¹
Frontier orbital gap (alpha / beta) = 4.849 / 4.834 eV



This record from the Open Molecules 2025 dataset describes a single C6H8 molecule in a non-equilibrium geometry. The level of theory is ωB97M-V with the def2-TZVPD basis set.

Atoms and positions in Å:
C  -1.730  -0.575  -0.025
C  0.366  -0.498  -0.049
C  -0.654  0.501  -0.225
C  -0.437  -1.492  0.289
C  -0.353  1.797  -0.145
C  1.866  -0.224  -0.061
H  0.641  2.306  -0.161
H  -2.416  -0.478  0.824
H  -1.111  2.661  -0.032
H  2.285  -1.176  -0.015
H  -0.174  -2.485  0.529
H  2.052  0.357  0.832
H  1.988  0.294  -0.965
H  -2.324  -0.988  -0.797

Calculated values
Structure (SMILES) = C=C1CC=C1C
Total charge = 0
Energy above the lowest of the compared OMol25 structures with the same formula, charge and spin = 208.3 kJ/mol
Molecular weight = 80.13 g mol⁻¹
Frontier orbital gap = 9.699 eV